1.
# C60H46BGaO2P3Si

C60H46BGaO2P3Si as an isolated structure (the ωB97M-V functional and the def2-TZVPD basis, OMol25).

Cartesian coordinates (Å):
Ga (0.213, 0.038, -0.584)
C (4.079, -5.529, 0.333)
C (4.472, -4.530, -0.542)
C (3.905, -3.271, -0.459)
C (2.947, -3.001, 0.511)
C (2.538, -4.014, 1.375)
C (3.110, -5.269, 1.289)
P (2.086, -1.394, 0.574)
C (3.408, -0.193, 0.166)
C (4.033, 0.628, 1.099)
C (5.015, 1.517, 0.692)
C (5.373, 1.607, -0.642)
C (4.737, 0.812, -1.582)
C (3.752, -0.072, -1.182)
C (1.872, -1.117, 2.370)
C (2.915, -1.503, 3.209)
C (2.835, -1.287, 4.571)
C (1.689, -0.719, 5.102)
C (0.649, -0.347, 4.270)
C (0.722, -0.515, 2.894)
Si (-0.608, 0.114, 1.674)
C (-1.498, 1.755, 2.099)
C (-1.872, 2.126, 3.382)
C (-2.607, 3.274, 3.621)
C (-2.980, 4.089, 2.566)
C (-2.613, 3.750, 1.277)
C (-1.893, 2.583, 1.041)
P (-1.294, 2.193, -0.643)
C (-2.455, 2.823, -1.878)
C (-1.934, 3.016, -3.159)
C (-2.777, 3.334, -4.206)
C (-4.142, 3.442, -3.987)
C (-4.664, 3.212, -2.725)
C (-3.828, 2.891, -1.670)
C (0.081, 3.395, -0.625)
C (-0.034, 4.693, -1.112)
C (1.018, 5.580, -0.965)
C (2.187, 5.185, -0.336)
C (2.309, 3.894, 0.149)
C (1.259, 3.006, 0.009)
C (-2.139, -1.041, 1.777)
C (-2.901, -1.137, 2.937)
C (-4.091, -1.839, 2.955)
C (-4.552, -2.459, 1.803)
C (-3.798, -2.403, 0.647)
C (-2.600, -1.693, 0.631)
P (-1.546, -1.755, -0.854)
C (-2.584, -1.317, -2.269)
C (-3.769, -0.606, -2.108)
C (-4.464, -0.166, -3.220)
C (-3.980, -0.425, -4.491)
C (-2.784, -1.107, -4.656)
C (-2.076, -1.541, -3.550)
C (-1.242, -3.546, -0.903)
C (-0.572, -4.048, 0.211)
C (-0.334, -5.403, 0.324)
C (-0.737, -6.258, -0.691)
C (-1.381, -5.757, -1.810)
C (-1.648, -4.402, -1.917)
H (4.524, -6.509, 0.267)
H (5.222, -4.729, -1.293)
H (4.231, -2.496, -1.137)
H (1.792, -3.808, 2.130)
H (2.802, -6.047, 1.971)
H (3.766, 0.575, 2.145)
H (5.500, 2.144, 1.426)
H (6.140, 2.299, -0.952)
H (5.005, 0.887, -2.626)
H (3.251, -0.693, -1.915)
H (3.796, -1.967, 2.785)
H (3.661, -1.561, 5.209)
H (1.608, -0.567, 6.167)
H (-0.235, 0.089, 4.706)
H (-1.584, 1.515, 4.221)
H (-2.884, 3.535, 4.631)
H (-3.545, 4.990, 2.751)
H (-2.884, 4.397, 0.454)
H (-0.868, 2.913, -3.320)
H (-2.374, 3.491, -5.196)
H (-4.802, 3.694, -4.803)
H (-5.730, 3.275, -2.563)
H (-4.238, 2.694, -0.689)
H (-0.943, 5.009, -1.603)
H (0.925, 6.589, -1.337)
H (2.999, 5.884, -0.215)
H (3.217, 3.580, 0.641)
H (1.354, 2.003, 0.429)
H (-2.560, -0.652, 3.838)
H (-4.664, -1.903, 3.866)
H (-5.490, -2.991, 1.813)
H (-4.139, -2.907, -0.248)
H (-4.142, -0.406, -1.113)
H (-5.381, 0.389, -3.088)
H (-4.531, -0.089, -5.356)
H (-2.403, -1.292, -5.649)
H (-1.128, -2.052, -3.666)
H (-0.261, -3.356, 0.990)
H (0.161, -5.800, 1.197)
H (-0.549, -7.317, -0.607)
H (-1.684, -6.428, -2.599)
H (-2.178, -4.021, -2.778)
O (1.125, -0.974, -3.204)
B (0.900, 0.192, -2.499)
O (1.133, 1.291, -3.285)
C (1.540, 0.808, -4.497)
C (1.936, 1.491, -5.628)
C (2.330, 0.724, -6.713)
C (2.314, -0.664, -6.670)
C (1.906, -1.355, -5.540)
C (1.529, -0.590, -4.453)
H (1.938, 2.567, -5.660)
H (2.661, 1.214, -7.614)
H (2.637, -1.218, -7.537)
H (1.894, -2.433, -5.502)

* spin multiplicity: 1
* orbital gap: 7.634 eV
* LUMO level: -1.95 eV
* max |F|: 1.4 eV/A
* E: -155857.4250 eV
* charge: +1
* energy above the lowest of the compared OMol25 structures with the same formula, charge and spin: 0.0000 eV
* HOMO: -0.35220 hartree

Results of the Mulliken charge analysis, in e, for atoms 1 through 8: 5.078, -0.801, -0.702, -0.861, 0.574, -0.379, -0.829, 1.375

2.
# C60H46Cl3FGeLuO6P3Se

C60H46Cl3FGeLuO6P3Se as an isolated structure (the ωB97M-V functional and the def2-TZVPD basis, OMol25).

Cartesian coordinates (Å):
Lu (-0.458, -0.714, 1.641)
F (-0.208, 0.128, -0.283)
Ge (0.902, 0.423, -1.751)
C (-0.368, 0.420, -3.312)
C (0.323, 0.698, -4.501)
C (-0.325, 0.838, -5.711)
C (-1.695, 0.672, -5.765)
C (-2.393, 0.365, -4.618)
C (-1.769, 0.239, -3.371)
P (-2.891, -0.236, -1.971)
C (-4.201, 1.029, -2.207)
C (-3.929, 2.308, -2.686)
C (-4.923, 3.277, -2.709)
C (-6.192, 2.987, -2.234)
C (-6.466, 1.725, -1.726)
C (-5.476, 0.757, -1.704)
C (-3.577, -1.711, -2.833)
C (-4.788, -1.782, -3.513)
C (-5.175, -2.970, -4.118)
C (-4.356, -4.086, -4.064)
C (-3.147, -4.022, -3.386)
C (-2.767, -2.843, -2.770)
C (1.603, 2.215, -1.298)
C (1.947, 3.058, -2.357)
C (2.542, 4.284, -2.127)
C (2.786, 4.689, -0.822)
C (2.440, 3.867, 0.233)
C (1.868, 2.611, 0.015)
P (1.278, 1.655, 1.495)
C (0.116, 3.023, 1.906)
C (0.259, 3.868, 2.998)
C (-0.686, 4.855, 3.240)
C (-1.758, 5.028, 2.381)
C (-1.896, 4.195, 1.279)
C (-0.969, 3.194, 1.047)
C (2.702, 1.833, 2.620)
C (4.002, 1.921, 2.123)
C (5.082, 1.909, 2.992)
C (4.882, 1.790, 4.358)
C (3.592, 1.667, 4.855)
C (2.509, 1.676, 3.991)
C (2.485, -0.767, -1.770)
C (3.382, -0.440, -2.793)
C (4.502, -1.214, -3.021)
C (4.735, -2.325, -2.221)
C (3.874, -2.620, -1.183)
C (2.746, -1.836, -0.922)
P (1.576, -2.362, 0.446)
C (1.196, -3.903, -0.504)
C (0.840, -3.732, -1.844)
C (0.619, -4.820, -2.671)
C (0.742, -6.108, -2.170)
C (1.064, -6.288, -0.836)
C (1.284, -5.196, -0.007)
C (2.928, -2.712, 1.659)
C (3.966, -1.777, 1.731)
C (5.014, -1.947, 2.618)
C (5.034, -3.035, 3.479)
C (3.972, -3.924, 3.474)
C (2.924, -3.763, 2.575)
H (1.404, 0.793, -4.471)
H (0.238, 1.070, -6.605)
H (-2.218, 0.766, -6.708)
H (-3.463, 0.209, -4.674)
H (-2.938, 2.548, -3.050)
H (-4.702, 4.262, -3.099)
H (-6.962, 3.746, -2.257)
H (-7.451, 1.498, -1.339)
H (-5.690, -0.224, -1.296)
H (-5.444, -0.923, -3.565)
H (-6.128, -3.024, -4.628)
H (-4.666, -5.009, -4.538)
H (-2.510, -4.894, -3.317)
H (-1.851, -2.805, -2.199)
H (1.712, 2.753, -3.371)
H (2.802, 4.925, -2.958)
H (3.229, 5.657, -0.628)
H (2.611, 4.198, 1.249)
H (1.102, 3.750, 3.665)
H (-0.579, 5.487, 4.113)
H (-2.484, 5.809, 2.567)
H (-2.731, 4.322, 0.600)
H (-1.094, 2.542, 0.189)
H (4.171, 1.999, 1.057)
H (6.086, 1.985, 2.592)
H (5.731, 1.789, 5.029)
H (3.425, 1.533, 5.916)
H (1.505, 1.541, 4.366)
H (3.193, 0.436, -3.406)
H (5.183, -0.959, -3.822)
H (5.591, -2.960, -2.410)
H (4.062, -3.485, -0.559)
H (0.746, -2.737, -2.260)
H (0.353, -4.653, -3.706)
H (0.584, -6.963, -2.814)
H (1.141, -7.286, -0.426)
H (1.503, -5.370, 1.033)
H (3.954, -0.911, 1.083)
H (5.819, -1.224, 2.638)
H (5.867, -3.187, 4.151)
H (3.948, -4.747, 4.176)
H (2.086, -4.440, 2.612)
Cl (-5.523, 3.666, 4.893)
C (-4.097, 2.792, 4.439)
C (-4.071, 2.095, 3.244)
C (-2.924, 1.408, 2.912)
Cl (-2.823, 0.477, 1.456)
C (-1.753, 1.385, 3.696)
O (-0.678, 0.770, 3.311)
C (-1.866, 2.088, 4.914)
Cl (-0.519, 2.057, 5.994)
C (-3.004, 2.775, 5.289)
H (-4.925, 2.088, 2.582)
H (-3.032, 3.289, 6.239)
O (1.239, -1.058, 3.391)
H (1.625, -1.938, 3.500)
H (0.674, -0.909, 4.164)
O (-1.663, -1.860, 3.021)
Se (-1.420, -3.067, 1.939)
O (-2.395, -4.302, 2.061)
O (-1.459, -2.223, 0.517)
O (0.170, -3.417, 2.127)

* spin multiplicity: 1
* orbital gap: 7.964 eV
* LUMO level: 0.25 eV
* max |F|: 3.9 eV/A
* E: -298889.1375 eV
* energy above the lowest of the compared OMol25 structures with the same formula, charge and spin: 0.0000 eV
* HOMO: -0.28363 hartree

Results of the Mulliken charge analysis, in e, for atoms 1 through 8: 1.638, 1.227, 0.829, -0.283, -0.411, -1.132, -1.008, -0.301

3.
# C60H50BBaBrN8O3P2

C60H50BBaBrN8O3P2 as an isolated structure (the ωB97M-V functional and the def2-TZVPD basis, OMol25).

Cartesian coordinates (Å):
Ba (-0.492, -1.406, -1.037)
O (0.728, 3.150, 1.616)
C (-0.089, 3.704, 2.575)
C (0.381, 4.204, 3.780)
C (-0.520, 4.737, 4.691)
C (-1.874, 4.762, 4.401)
C (-2.335, 4.221, 3.205)
C (-1.456, 3.670, 2.278)
P (-1.892, 2.884, 0.653)
C (-3.719, 3.122, 0.648)
C (-4.448, 2.274, 1.488)
C (-5.828, 2.369, 1.573)
C (-6.507, 3.300, 0.794)
C (-5.799, 4.109, -0.081)
C (-4.411, 4.020, -0.158)
C (-1.283, 4.220, -0.457)
C (-1.472, 5.580, -0.205)
C (-0.998, 6.528, -1.100)
C (-0.325, 6.129, -2.252)
C (-0.118, 4.780, -2.501)
C (-0.591, 3.829, -1.601)
C (2.040, 3.524, 1.438)
C (2.466, 4.840, 1.511)
C (3.799, 5.137, 1.266)
C (4.690, 4.127, 0.945)
C (4.243, 2.814, 0.846)
C (2.913, 2.486, 1.087)
P (2.144, 0.810, 0.893)
C (3.673, -0.191, 0.655)
C (4.305, -0.971, 1.619)
C (5.439, -1.711, 1.296)
C (5.960, -1.674, 0.010)
C (5.333, -0.904, -0.963)
C (4.191, -0.184, -0.645)
C (1.703, 0.524, 2.656)
C (0.475, -0.083, 2.919)
C (0.085, -0.360, 4.224)
C (0.914, -0.013, 5.279)
C (2.128, 0.623, 5.031)
C (2.519, 0.891, 3.727)
H (1.436, 4.165, 4.013)
H (-0.155, 5.130, 5.634)
H (-2.579, 5.188, 5.106)
H (-3.397, 4.225, 2.996)
H (-3.919, 1.523, 2.070)
H (-6.376, 1.705, 2.232)
H (-7.585, 3.387, 0.862)
H (-6.325, 4.815, -0.715)
H (-3.874, 4.654, -0.852)
H (-1.991, 5.896, 0.693)
H (-1.154, 7.584, -0.898)
H (0.041, 6.872, -2.951)
H (0.406, 4.457, -3.395)
H (-0.414, 2.774, -1.789)
H (1.762, 5.630, 1.736)
H (4.135, 6.165, 1.319)
H (5.733, 4.357, 0.761)
H (4.942, 2.033, 0.580)
H (3.910, -1.015, 2.626)
H (5.911, -2.325, 2.055)
H (6.844, -2.251, -0.238)
H (5.724, -0.882, -1.975)
H (3.679, 0.392, -1.413)
H (-0.175, -0.359, 2.098)
H (-0.860, -0.860, 4.408)
H (0.622, -0.239, 6.299)
H (2.773, 0.905, 5.857)
H (3.464, 1.393, 3.538)
B (-2.074, -4.029, 2.079)
N (-2.991, -2.979, 1.364)
C (-4.324, -3.062, 1.526)
C (-4.916, -1.985, 0.898)
C (-3.837, -1.278, 0.356)
N (-2.675, -1.878, 0.639)
N (-0.539, -3.944, 1.786)
C (0.277, -4.936, 2.187)
C (1.587, -4.506, 2.058)
C (1.462, -3.209, 1.545)
N (0.183, -2.876, 1.375)
H (-2.223, -3.880, 3.285)
H (-2.441, -5.137, 1.737)
H (-4.759, -3.883, 2.080)
H (-5.968, -1.749, 0.837)
H (-3.863, -0.366, -0.220)
H (-0.127, -5.868, 2.553)
H (2.485, -5.054, 2.300)
H (2.238, -2.513, 1.274)
Br (2.186, -8.193, -3.729)
C (1.071, -6.679, -3.398)
C (0.287, -6.170, -4.418)
C (-0.514, -5.060, -4.179)
C (-0.533, -4.426, -2.921)
C (0.264, -4.993, -1.904)
C (1.054, -6.104, -2.137)
N (-1.248, -3.276, -2.648)
C (-2.374, -3.015, -3.327)
C (-3.061, -1.782, -3.248)
C (-4.300, -1.598, -3.921)
C (-4.916, -0.377, -3.891)
C (-4.318, 0.685, -3.183)
C (-3.138, 0.420, -2.518)
N (-2.516, -0.759, -2.521)
H (0.309, -6.627, -5.398)
H (-1.095, -4.648, -4.995)
H (0.231, -4.554, -0.910)
H (1.651, -6.531, -1.339)
H (-2.832, -3.785, -3.951)
H (-4.739, -2.436, -4.452)
H (-5.856, -0.226, -4.410)
H (-4.773, 1.666, -3.135)
H (-2.657, 1.202, -1.928)
O (0.780, 1.255, -4.735)
C (0.630, 0.724, -3.658)
N (0.505, 0.195, -2.589)
O (1.642, -2.321, -1.236)
N (2.649, -2.684, -1.977)
C (3.406, -3.736, -1.608)
C (4.452, -4.165, -2.395)
C (4.742, -3.506, -3.579)
C (3.961, -2.416, -3.931)
C (2.921, -2.019, -3.120)
H (3.115, -4.195, -0.674)
H (5.023, -5.026, -2.078)
H (5.550, -3.840, -4.217)
H (4.144, -1.866, -4.843)
H (2.250, -1.190, -3.319)

* spin multiplicity: 2
* orbital gap (alpha / beta): 4.966 / 7.371 eV
* LUMO level (alpha / beta): 2.12 / 2.12 eV
* max |F|: 2.8 eV/A
* E: -171089.3623 eV
* charge: -1
* energy above the lowest of the compared OMol25 structures with the same formula, charge and spin: 1.6461 eV
* HOMO (alpha / beta): -0.10451 / -0.19293 hartree

Results of the Mulliken charge analysis, in e, for atoms 1 through 8: 3.046, 1.004, -0.355, -0.345, -0.963, -0.852, -0.633, 0.121